# 1
Formula: C22H42F12KN2O17S4
Source: the OMol25 dataset
Level of theory: ωB97M-V/def2-TZVPD

Each line ends with the Mulliken charge.
Cartesian coordinates (Å):
K: -14.439 -15.926 -11.232  0.995
C: -11.614 -17.286 -8.013  0.585
F: -10.385 -17.770 -8.157  -0.228
F: -12.488 -18.219 -8.428  -0.221
F: -11.843 -17.010 -6.735  -0.198
S: -11.768 -15.794 -9.088  0.996
O: -10.673 -14.947 -8.759  -0.585
O: -11.740 -16.280 -10.452  -0.779
N: -13.291 -15.238 -8.785  -0.248
S: -13.141 -13.781 -8.125  1.119
O: -12.405 -13.757 -6.899  -0.689
O: -12.839 -12.737 -9.074  -0.568
C: -14.878 -13.480 -7.624  0.314
F: -15.313 -14.471 -6.844  -0.128
F: -14.919 -12.347 -6.968  -0.199
F: -15.687 -13.423 -8.701  -0.326
C: -19.675 -12.362 -6.180  0.532
F: -18.423 -11.872 -6.100  -0.239
F: -20.458 -11.593 -5.452  -0.244
F: -20.063 -12.280 -7.460  -0.245
S: -19.680 -14.128 -5.556  1.150
O: -19.465 -14.981 -6.689  -0.635
O: -18.657 -14.133 -4.567  -0.616
N: -21.197 -14.261 -5.058  -0.491
S: -21.256 -14.348 -3.453  1.153
O: -20.696 -15.558 -2.932  -0.625
O: -20.977 -13.122 -2.781  -0.644
C: -23.081 -14.525 -3.213  0.616
F: -23.719 -13.390 -3.514  -0.236
F: -23.627 -15.506 -3.938  -0.240
F: -23.293 -14.810 -1.930  -0.228
C: -9.563 -11.148 -8.783  -0.680
O: -9.687 -10.072 -9.676  -0.340
C: -8.686 -10.058 -10.668  -0.573
C: -7.512 -9.163 -10.329  -0.621
O: -7.989 -7.913 -9.880  -0.242
C: -7.122 -7.282 -9.001  -0.369
C: -7.596 -5.864 -8.755  -0.633
O: -8.849 -5.799 -8.120  -0.326
C: -8.792 -6.020 -6.735  -0.690
H: -9.543 -12.153 -9.211  0.287
H: -10.382 -11.072 -8.069  0.247
H: -8.665 -11.035 -8.149  0.324
H: -9.112 -9.736 -11.624  0.367
H: -8.291 -11.067 -10.856  0.382
H: -6.957 -8.990 -11.265  0.325
H: -6.844 -9.625 -9.594  0.384
H: -6.094 -7.233 -9.410  0.331
H: -7.035 -7.833 -8.050  0.324
H: -7.753 -5.415 -9.738  0.267
H: -6.836 -5.315 -8.192  0.426
H: -8.555 -7.062 -6.485  0.253
H: -9.770 -5.780 -6.322  0.261
H: -8.055 -5.379 -6.227  0.300
C: -18.138 -17.523 -3.885  -0.694
O: -17.128 -18.206 -4.614  -0.374
C: -16.180 -17.367 -5.225  -0.507
C: -15.182 -18.229 -5.977  0.382
O: -14.573 -19.130 -5.101  -0.386
C: -13.586 -19.960 -5.664  -0.432
C: -14.093 -20.893 -6.731  -0.382
O: -15.023 -21.789 -6.158  -0.336
C: -15.820 -22.426 -7.119  -0.734
H: -17.709 -16.726 -3.265  0.336
H: -18.652 -18.237 -3.249  0.299
H: -18.863 -17.033 -4.544  0.174
H: -15.675 -16.725 -4.486  0.419
H: -16.659 -16.685 -5.948  0.138
H: -14.471 -17.514 -6.424  0.039
H: -15.738 -18.742 -6.772  0.062
H: -13.176 -20.531 -4.828  0.363
H: -12.775 -19.327 -6.046  0.095
H: -13.277 -21.435 -7.227  0.496
H: -14.595 -20.277 -7.493  0.209
H: -15.205 -22.833 -7.931  0.327
H: -16.530 -21.721 -7.574  0.253
H: -16.373 -23.188 -6.577  0.255
C: -12.619 -12.884 -12.504  -0.810
O: -13.969 -13.313 -12.472  -0.143
C: -14.925 -12.291 -12.385  -0.794
C: -16.224 -12.869 -11.884  0.442
O: -16.491 -14.042 -12.609  -0.275
C: -17.732 -14.678 -12.372  -0.827
C: -18.061 -15.101 -10.966  -0.493
O: -17.050 -15.917 -10.447  -0.079
C: -17.451 -16.644 -9.275  -0.741
H: -12.024 -13.706 -12.895  0.251
H: -12.279 -12.616 -11.500  0.234
H: -12.501 -12.018 -13.167  0.361
H: -15.091 -11.882 -13.393  0.368
H: -14.582 -11.478 -11.737  0.403
H: -16.993 -12.081 -11.992  0.358
H: -16.218 -13.059 -10.807  -0.311
H: -17.692 -15.578 -13.000  0.294
H: -18.539 -14.096 -12.836  0.368
H: -19.036 -15.604 -10.962  0.455
H: -18.168 -14.262 -10.260  0.328
H: -17.638 -15.956 -8.452  0.270
H: -16.664 -17.351 -9.021  0.084
H: -18.382 -17.197 -9.448  0.404

DFT total energy in eV: -153556.192
Total charge: -1
LUMO energy in eV: 1.09
HOMO energy in eV: -6.879
Frontier orbital gap in eV: 7.972
Maximum force in hartree/bohr: 0.0407

# 2
Formula: C22H42NP3S2Tc
Source: the OMol25 dataset
Level of theory: ωB97M-V/def2-TZVPD

Each line ends with the Mulliken charge.
Cartesian coordinates (Å):
Tc: 0.081 -0.705 0.164  -1.092
P: -0.949 0.360 2.087  1.188
P: 0.984 -2.763 0.765  1.107
P: -2.100 -1.256 -0.625  1.078
H: 1.189 4.414 -1.701  0.406
C: 0.284 4.095 -1.224  -0.514
C: -0.101 4.290 0.040  -0.524
H: 0.617 4.264 0.850  0.153
C: -0.059 1.547 3.130  -1.166
C: -1.310 -0.930 3.327  -1.230
C: -2.487 1.387 1.950  -1.099
C: 2.169 -3.239 -0.591  -1.244
C: 2.046 -2.530 2.252  -0.781
C: -0.184 -4.137 1.119  -1.167
C: -3.096 0.147 -1.300  -1.055
C: -3.337 -2.076 0.473  -1.647
C: -2.035 -2.636 -1.869  -1.179
H: -0.450 3.613 -1.848  0.170
H: -1.142 4.529 0.304  0.336
H: -0.155 2.551 2.710  0.412
H: 1.003 1.318 3.252  0.039
H: -0.567 1.517 4.102  0.671
H: -0.402 -1.522 3.502  0.318
H: -2.115 -1.592 2.984  0.293
H: -1.595 -0.398 4.241  0.530
H: -2.470 2.005 1.038  0.239
H: -2.505 2.072 2.816  0.498
H: -3.400 0.775 1.974  0.403
H: 2.374 -4.314 -0.698  0.463
H: 3.132 -2.725 -0.460  0.400
H: 1.739 -2.882 -1.536  0.256
H: 1.957 -3.281 3.048  0.498
H: 1.742 -1.567 2.678  -0.081
H: 3.108 -2.446 1.995  0.421
H: 0.253 -5.092 1.452  0.517
H: -0.789 -4.322 0.220  0.300
H: -0.851 -3.759 1.908  0.304
H: -3.474 -0.034 -2.307  0.388
H: -2.506 1.069 -1.348  0.246
H: -3.966 0.356 -0.670  0.425
H: -4.163 -2.489 -0.135  0.546
H: -3.739 -1.347 1.184  0.376
H: -2.852 -2.910 1.005  0.392
H: -2.165 -2.287 -2.886  0.442
H: -2.808 -3.373 -1.667  0.499
H: -1.070 -3.157 -1.813  0.265
C: 0.011 0.109 -4.146  0.427
C: 0.122 -0.905 -5.107  -0.141
C: -0.105 -0.559 -6.452  -0.476
C: -0.546 0.734 -6.797  -0.520
C: -0.668 1.706 -5.804  -0.435
C: -0.423 1.380 -4.450  0.056
S: 0.057 -0.317 -2.095  0.383
H: 1.293 -0.089 -1.056  0.164
H: 0.325 -1.932 -4.797  0.490
H: -0.006 -1.319 -7.243  0.446
H: -0.840 0.987 -7.820  0.459
H: -1.012 2.708 -6.039  0.473
H: -0.608 2.055 -3.607  0.283
S: 2.623 0.271 0.252  -0.225
C: 2.963 1.256 1.609  0.468
N: 2.824 2.617 1.484  0.089
C: 3.103 3.482 2.487  -0.141
C: 3.409 2.965 3.750  -0.647
C: 3.650 1.580 3.905  -0.333
C: 3.447 0.752 2.810  -0.606
H: 2.406 2.965 0.625  0.063
H: 3.108 4.548 2.282  0.466
H: 3.462 3.631 4.600  0.488
H: 3.988 1.173 4.853  0.496
H: 3.578 -0.336 2.858  0.469

ΔE to the lowest compared entry with this formula, charge and spin in eV: 0.150
DFT total energy in eV: -76676.093
Multiplicity: 4
Total charge: +4
LUMO energy (alpha / beta) in eV: -13.11 / -15.70
HOMO energy (alpha / beta) in eV: -19.372 / -19.368
Frontier orbital gap (alpha / beta) in eV: 6.264 / 3.673
Maximum force in hartree/bohr: 0.0585

# 3
Formula: C22H43Cl3IrO5Si
Source: the OMol25 dataset
Level of theory: ωB97M-V/def2-TZVPD

Each line ends with the Mulliken charge.
Cartesian coordinates (Å):
C: 1.596 0.142 -1.739  0.862
C: 1.690 1.505 -1.436  0.019
C: 0.382 2.067 -1.515  1.379
C: 2.942 2.228 -1.118  -2.005
C: -0.553 1.035 -1.730  -0.917
C: 0.156 -0.272 -1.705  2.712
C: -0.347 -1.483 -2.389  -1.682
C: 2.693 -0.673 -2.282  -2.151
C: 0.095 3.505 -1.342  -1.921
C: -1.991 1.155 -2.034  -1.779
Ir: 0.212 -0.407 0.263  0.039
Cl: 1.805 0.668 1.589  -0.595
Cl: 1.480 -2.288 0.027  -0.655
Cl: -1.214 1.316 0.991  -0.751
H: 3.728 1.531 -0.793  0.306
H: 2.805 2.970 -0.317  0.334
H: 3.347 2.775 -1.980  0.347
H: 0.549 3.920 -0.425  0.297
H: -0.979 3.737 -1.347  0.334
H: 0.529 4.079 -2.175  0.357
H: -2.557 1.797 -1.337  0.324
H: -2.488 0.172 -2.127  0.193
H: -2.064 1.634 -3.024  0.388
H: -1.422 -1.649 -2.251  0.501
H: 0.146 -2.386 -1.996  0.163
H: -0.084 -1.341 -3.443  0.250
H: 3.546 -0.749 -1.600  0.357
H: 3.071 -0.196 -3.200  0.367
H: 2.353 -1.677 -2.550  0.338
O: -1.603 -3.351 -0.566  -0.513
H: -0.960 -4.086 -0.555  0.169
C: -2.199 2.392 4.618  -1.885
C: -1.433 1.077 4.739  2.108
C: 0.035 1.449 4.606  -1.329
C: -1.776 0.353 6.039  -1.518
O: -1.849 0.260 3.624  0.153
Si: -1.460 -1.213 3.032  -1.644
O: -0.714 -1.422 1.639  2.231
O: -0.499 -1.733 4.281  0.545
C: 0.287 -2.949 4.415  1.822
C: 1.224 -3.061 3.221  -1.512
C: 1.166 -2.691 5.650  -1.800
C: -0.677 -4.135 4.556  -1.527
O: -2.818 -2.143 2.922  -0.474
C: -3.823 -2.534 1.927  2.268
C: -3.325 -2.503 0.498  -1.101
C: -4.324 -3.946 2.283  -1.800
C: -5.075 -1.626 1.942  -1.908
H: -1.901 3.056 5.432  0.423
H: -3.285 2.262 4.679  0.344
H: -1.946 2.903 3.681  0.290
H: 0.359 2.163 5.368  0.513
H: 0.691 0.580 4.705  -0.020
H: 0.191 1.940 3.639  0.270
H: -2.851 0.137 6.085  0.274
H: -1.225 -0.588 6.150  -0.008
H: -1.525 0.980 6.897  0.474
H: 1.792 -2.131 3.108  0.311
H: 1.962 -3.855 3.326  0.426
H: 0.702 -3.287 2.287  0.114
H: 0.568 -2.509 6.551  0.356
H: 1.843 -3.530 5.857  0.407
H: 1.803 -1.809 5.469  0.381
H: -1.381 -3.982 5.385  0.272
H: -1.263 -4.315 3.643  0.098
H: -0.095 -5.036 4.758  0.420
H: -2.307 -3.287 0.200  -0.110
H: -4.064 -2.857 -0.242  0.496
H: -3.031 -1.486 0.219  0.223
H: -4.812 -3.894 3.269  0.413
H: -5.088 -4.323 1.572  0.357
H: -3.492 -4.667 2.327  0.349
H: -5.555 -1.662 2.933  0.427
H: -4.872 -0.571 1.697  0.361
H: -5.828 -2.017 1.227  0.443

ΔE to the lowest compared entry with this formula, charge and spin in eV: 3.107
DFT total energy in eV: -82034.465
Multiplicity: 6
Total charge: -2
LUMO energy (alpha / beta) in eV: 4.57 / 4.49
HOMO energy (alpha / beta) in eV: 1.738 / -0.542
Frontier orbital gap (alpha / beta) in eV: 2.835 / 5.036
Maximum force in hartree/bohr: 0.0807